{
  "formula": "C22H25FN2O4",
  "method": "wB97M-V/def2-TZVPD",
  "symbols": ["C", "C", "N", "C", "C", "C", "C", "C", "C", "N", "C", "O", "C", "O", "C", "O", "C", "C", "C", "O", "C", "C", "C", "C", "F", "C", "C", "C", "C", "H", "H", "H", "H", "H", "H", "H", "H", "H", "H", "H", "H", "H", "H", "H", "H", "H", "H", "H", "H", "H", "H", "H", "H", "H"],
  "xyz": [[4.464413, 3.516927, 0.827881], [4.258319, 2.135052, 1.404501], [2.777186, 2.354262, 1.999580], [2.472476, 2.810494, 3.220735], [1.885221, 4.309071, 3.075094], [1.661186, 2.114384, 1.168481], [0.488111, 1.725072, 1.823008], [-0.581267, 1.370608, 1.058168], [-0.496458, 1.081565, -0.392932], [-1.426724, 0.606843, -1.187809], [-2.814859, 0.439131, -0.863615], [-3.282708, 0.378178, 0.089004], [-3.594306, -0.136679, -2.103031], [-3.004876, -1.542544, -2.451421], [-2.149903, -1.407132, -3.202138], [-1.589329, -0.590994, -3.670122], [-1.821130, -2.860507, -3.560505], [-0.350907, -3.367775, -3.106017], [-0.007551, -2.694172, -1.880743], [0.812883, -2.049962, -1.366467], [-1.030303, -2.957394, -0.643338], [-1.180730, -2.190422, 0.399576], [-2.026617, -2.528302, 1.570298], [-2.680398, -3.663334, 1.399336], [-3.576829, -3.996757, 2.391039], [-2.724862, -4.532407, 0.388813], [-1.716118, -4.226474, -0.762945], [0.745418, 1.230165, -0.671341], [1.957576, 1.598384, 0.037614], [5.456877, 3.244481, 0.357098], [3.756877, 3.601206, 0.085093], [4.600269, 4.277691, 1.501902], [4.712049, 1.819849, 2.413089], [4.117770, 1.400004, 0.785479], [1.899470, 2.229368, 4.006212], [3.516350, 2.924406, 3.874812], [1.709701, 4.705450, 4.010047], [2.628368, 4.859098, 2.734815], [1.005345, 4.380221, 2.794852], [0.297524, 2.015505, 2.927182], [-1.603716, 1.403505, 1.330746], [-1.198026, 0.667205, -2.160686], [-3.557693, 0.331685, -2.833716], [-4.693319, -0.289370, -1.714240], [-1.611111, -3.365733, -4.521208], [-2.571973, -3.407979, -3.043224], [-0.159512, -4.257659, -2.931085], [0.289521, -2.762664, -3.871738], [-0.503115, -1.334152, 0.526338], [-2.337183, -1.596599, 2.288954], [-3.397979, -5.457968, 0.535403], [-1.634980, -4.937598, -1.497612], [0.876698, 0.980783, -1.848319], [2.934876, 1.643984, -0.740901]],
  "atomic_forces_ev_per_a": [[4.523, -4.420, -1.198], [-3.966, 4.977, 8.088], [0.608, -1.985, -2.968], [2.398, 3.820, 5.535], [5.471, -4.959, 4.996], [4.096, -0.957, 6.664], [-2.956, 1.985, 1.288], [-1.754, -0.423, -1.937], [0.465, 1.600, 7.992], [-4.137, -0.161, -1.463], [8.685, -1.311, -17.228], [-7.586, 0.207, 17.090], [-2.295, -8.571, 13.000], [-12.367, 3.451, 10.280], [4.702, -12.437, -5.374], [6.711, 12.251, -5.556], [2.647, -4.102, -0.135], [-0.723, 12.222, -3.365], [-4.634, -1.094, 5.970], [5.298, 2.945, -1.478], [-1.193, -6.123, -5.552], [-0.419, 2.400, 5.676], [2.112, 5.538, -2.002], [-3.140, -0.980, 2.782], [-0.072, 0.132, 0.379], [3.174, -1.982, -4.988], [-3.692, 2.046, 6.446], [6.292, -0.966, -7.643], [-0.866, -1.417, -9.884], [-0.445, 1.540, -0.297], [-1.497, 0.900, -1.514], [-0.055, 1.693, 1.559], [0.345, 0.624, -2.004], [0.057, -4.039, -3.513], [0.115, -0.024, -1.241], [-2.288, -0.019, -1.678], [0.156, 0.776, 2.937], [2.882, 2.672, -2.557], [-7.969, 0.334, -4.422], [0.352, -0.713, -2.237], [-0.630, -0.353, 1.553], [-0.131, -0.184, -0.564], [0.573, 7.738, -12.265], [2.338, -0.049, -0.964], [-1.576, 1.556, -0.634], [-0.336, -1.032, 0.125], [1.358, -8.775, 0.460], [-0.424, -1.981, 0.902], [-0.591, -0.089, -0.314], [1.035, -3.036, -1.465], [1.395, 1.599, -0.684], [0.304, -1.244, -1.828], [0.480, 0.430, 2.369], [-2.836, -0.011, 2.863]],
  "nbo_charge": [-0.603, -0.154, -0.495, -0.182, -0.612, 0.191, -0.287, -0.194, 0.068, -0.651, 0.704, -0.500, -0.125, -0.423, 0.805, -0.602, -0.506, -0.481, 0.614, -0.505, -0.179, -0.192, -0.245, 0.312, -0.357, -0.261, -0.171, -0.163, -0.275, 0.192, 0.217, 0.216, 0.214, 0.189, 0.174, 0.181, 0.197, 0.199, 0.196, 0.233, 0.217, 0.427, 0.143, 0.218, 0.245, 0.216, 0.218, 0.234, 0.242, 0.262, 0.246, 0.197, 0.160, 0.235],
  "e_homo_ha": -0.2596,
  "e_above_lowest_ev": 17.046,
  "total_energy_ha": -1363.07170,
  "homo_lumo_gap_ha": 0.283
}


{
  "formula": "C22H25FN2O5S",
  "method": "wB97M-V/def2-TZVPD",
  "symbols": ["C", "N", "C", "S", "O", "O", "C", "C", "C", "C", "C", "N", "C", "O", "C", "O", "C", "O", "C", "C", "C", "C", "C", "C", "C", "F", "C", "C", "C", "C", "C", "H", "H", "H", "H", "H", "H", "H", "H", "H", "H", "H", "H", "H", "H", "H", "H", "H", "H", "H", "H", "H", "H", "H", "H", "H"],
  "xyz": [[4.312204, 2.156640, 3.101626], [3.348757, 2.848508, 2.284354], [2.103543, 3.186184, 2.929432], [3.238336, 2.259295, 0.732231], [4.564334, 2.219152, 0.190218], [2.238621, 3.017722, 0.039934], [2.649692, 0.565908, 0.877955], [3.504129, -0.489486, 0.627481], [3.005456, -1.781867, 0.677553], [1.675008, -2.002737, 0.985707], [0.830154, -0.930235, 1.262047], [-0.518082, -1.170724, 1.540178], [-1.353730, -0.370158, 2.255334], [-1.010396, 0.570437, 2.927364], [-2.815138, -0.815186, 2.105951], [-3.006879, -1.301004, 0.782484], [-3.413460, -0.402677, -0.140517], [-3.868853, 0.671442, 0.133199], [-3.141002, -0.927821, -1.538327], [-1.643685, -0.705970, -1.713801], [-1.169634, 0.599290, -1.546981], [0.163942, 0.928001, -1.695166], [1.082937, -0.052897, -2.031338], [0.653441, -1.355159, -2.183938], [-0.686918, -1.666738, -2.014036], [-1.006660, -2.977105, -2.149703], [-3.921720, -0.165012, -2.620862], [-3.871613, -1.106666, -3.823301], [-3.860086, -2.528535, -3.233005], [-3.683305, -2.353102, -1.718850], [1.324537, 0.368121, 1.199288], [3.913027, 1.218518, 3.509171], [5.175625, 1.944859, 2.475902], [4.614799, 2.801210, 3.926975], [1.613762, 2.315339, 3.380526], [1.454514, 3.620517, 2.173704], [2.294492, 3.927742, 3.705963], [4.530522, -0.280732, 0.372968], [3.652716, -2.619664, 0.468239], [1.282626, -3.008903, 1.007171], [-0.922308, -2.000084, 1.124762], [-3.472208, 0.036361, 2.304512], [-3.042383, -1.632847, 2.793857], [-1.875041, 1.374444, -1.287020], [0.496659, 1.942145, -1.537808], [2.123885, 0.197638, -2.159451], [1.337812, -2.150766, -2.434415], [-4.947721, -0.023977, -2.278650], [-3.497897, 0.812088, -2.839737], [-2.956714, -0.926530, -4.389245], [-4.715389, -0.947170, -4.492216], [-3.040495, -3.111136, -3.650005], [-4.786022, -3.058997, -3.450422], [-4.655865, -2.397785, -1.224097], [-3.055845, -3.118617, -1.273256], [0.678432, 1.212638, 1.362932]],
  "atomic_forces_ev_per_a": [[0.394, -0.245, 0.145], [-0.019, -0.200, -1.080], [-0.459, 0.121, 0.045], [0.152, -0.015, 0.080], [0.062, -0.257, 0.214], [-0.283, -0.031, 0.233], [0.248, 0.556, -0.028], [0.232, 0.001, -0.058], [-0.035, 0.068, -0.032], [-0.065, 0.160, 0.083], [0.401, 0.163, 0.105], [0.069, -0.415, -0.151], [-0.439, -0.337, -0.109], [0.013, 0.289, 0.172], [-0.090, 0.461, 0.286], [-0.116, -0.441, 0.156], [-0.157, 0.102, -0.397], [-0.046, 0.056, 0.088], [-0.192, 0.120, 0.235], [0.181, -0.268, -0.162], [0.205, -0.016, -0.092], [-0.066, 0.087, -0.048], [-0.104, -0.067, -0.088], [-0.037, -0.048, -0.056], [0.173, 0.230, 0.042], [-0.086, 0.029, -0.026], [0.021, 0.029, 0.009], [-0.018, 0.058, -0.039], [-0.002, -0.106, -0.032], [0.069, -0.197, 0.043], [-0.205, -0.060, 0.144], [0.003, 0.024, 0.025], [0.146, -0.055, 0.216], [-0.012, 0.000, -0.020], [-0.008, -0.001, 0.025], [-0.158, 0.080, 0.179], [0.014, -0.019, -0.020], [0.142, -0.049, -0.037], [0.061, -0.069, -0.022], [-0.051, -0.121, 0.033], [0.014, 0.257, -0.041], [0.204, -0.166, 0.028], [0.040, 0.065, -0.089], [-0.099, 0.082, 0.022], [0.007, 0.112, 0.018], [0.134, -0.002, -0.011], [0.066, -0.099, -0.016], [-0.029, 0.028, 0.034], [-0.055, 0.067, 0.072], [-0.013, 0.009, -0.056], [0.041, 0.050, -0.073], [-0.030, -0.049, -0.014], [0.013, -0.058, -0.022], [-0.015, 0.027, 0.021], [-0.072, 0.020, 0.051], [-0.145, 0.039, 0.014]],
  "nbo_charge": [-0.430, -0.657, -0.430, 2.317, -0.942, -0.946, -0.248, -0.231, -0.203, -0.210, 0.155, -0.615, 0.663, -0.584, -0.180, -0.532, 0.842, -0.582, -0.175, -0.111, -0.148, -0.237, -0.184, -0.277, 0.382, -0.338, -0.375, -0.412, -0.411, -0.393, -0.243, 0.183, 0.235, 0.211, 0.193, 0.239, 0.208, 0.244, 0.223, 0.217, 0.418, 0.243, 0.215, 0.224, 0.243, 0.225, 0.231, 0.214, 0.222, 0.207, 0.216, 0.216, 0.210, 0.208, 0.232, 0.260],
  "e_homo_ha": -0.3317,
  "e_above_lowest_ev": 0.476,
  "total_energy_ha": -1837.12896,
  "homo_lumo_gap_ha": 0.350
}


{
  "formula": "C22H25N3O2S2",
  "method": "wB97M-V/def2-TZVPD",
  "symbols": ["C", "C", "C", "C", "C", "N", "C", "O", "C", "C", "N", "C", "C", "C", "C", "C", "S", "C", "S", "N", "C", "C", "C", "C", "C", "O", "C", "C", "C", "H", "H", "H", "H", "H", "H", "H", "H", "H", "H", "H", "H", "H", "H", "H", "H", "H", "H", "H", "H", "H", "H", "H", "H", "H"],
  "xyz": [[2.206134, -4.473905, -1.441599], [2.087262, -3.329358, -0.482439], [3.239655, -2.801703, 0.114622], [3.171799, -1.750377, 0.998223], [1.934304, -1.186101, 1.312723], [1.824112, -0.135102, 2.179196], [0.668696, 0.538504, 2.462091], [0.696710, 1.556596, 3.147369], [-0.548554, -0.034186, 1.900817], [-1.852039, 0.645615, 2.247742], [-2.468211, 1.291908, 1.098431], [-3.768014, 0.800232, 0.676630], [-3.696375, -0.536912, 0.016866], [-3.244376, -0.830902, -1.232021], [-3.266561, -2.215036, -1.517127], [-3.734134, -2.955744, -0.481133], [-4.159114, -1.979499, 0.870542], [-1.806534, 2.212992, 0.352925], [-2.339967, 2.616969, -1.172300], [-0.752898, 2.840066, 0.909021], [0.222374, 3.553144, 0.128183], [1.532664, 2.741916, 0.008910], [2.369826, 3.208108, -1.185639], [1.774571, 2.393132, -2.340511], [1.081551, 1.209760, -1.637782], [1.279887, 1.374037, -0.242837], [-0.477463, -1.097952, 1.070736], [0.765477, -1.702851, 0.727244], [0.865752, -2.774831, -0.167744], [2.838331, -4.198270, -2.284680], [1.230743, -4.767247, -1.819946], [2.662699, -5.332978, -0.951663], [4.199826, -3.232052, -0.130329], [4.069909, -1.351133, 1.446898], [2.674060, 0.271817, 2.552445], [-1.673576, 1.370370, 3.051884], [-2.561085, -0.100930, 2.612695], [-4.421174, 0.754538, 1.553777], [-4.169698, 1.529192, -0.034267], [-2.911008, -0.075470, -1.920396], [-2.951815, -2.635726, -2.455593], [-3.864807, -4.017985, -0.419877], [-0.428178, 2.555958, 1.826049], [-0.211314, 3.725673, -0.859598], [0.437662, 4.515407, 0.601235], [2.069609, 2.785289, 0.961734], [3.415729, 2.943786, -1.027882], [2.295694, 4.281387, -1.342946], [1.044969, 2.979593, -2.896386], [2.541997, 2.054443, -3.033294], [1.509610, 0.240019, -1.905182], [0.008526, 1.193645, -1.862300], [-1.373084, -1.508876, 0.631033], [-0.040167, -3.158945, -0.614561]],
  "atomic_forces_ev_per_a": [[0.046, 0.002, 0.008], [-0.117, -0.005, -0.020], [-0.157, 0.130, 0.080], [0.020, 0.018, 0.008], [-0.320, -0.487, -0.440], [0.263, 0.187, 0.316], [0.117, -0.315, -0.105], [0.022, 0.353, 0.188], [-0.106, -0.270, -0.054], [0.182, 0.094, 0.178], [0.112, 0.188, 0.152], [-0.221, 0.156, -0.086], [-0.225, -0.366, 0.207], [-0.080, 0.114, 0.060], [0.015, -0.173, 0.041], [-0.090, -0.040, 0.443], [0.226, 0.275, -0.617], [-0.207, 0.232, 0.170], [-0.300, 0.279, -0.935], [-0.102, -0.354, 0.308], [0.406, -0.079, -0.181], [0.027, 0.348, 0.150], [-0.066, -0.158, 0.244], [-0.079, -0.084, 0.050], [-0.145, -0.287, -0.453], [0.111, 0.110, 0.125], [-0.071, 0.345, 0.346], [0.531, 0.079, 0.104], [0.242, 0.054, 0.079], [0.016, -0.052, -0.099], [-0.043, -0.064, -0.060], [0.006, -0.108, -0.036], [0.120, -0.029, -0.006], [0.107, 0.041, 0.050], [-0.219, 0.010, -0.021], [-0.065, -0.176, -0.056], [0.074, 0.116, 0.009], [0.045, 0.043, -0.037], [-0.011, -0.176, 0.263], [0.066, 0.188, -0.059], [0.030, -0.110, -0.157], [-0.014, -0.232, -0.066], [-0.067, -0.036, 0.119], [0.086, 0.083, 0.175], [0.013, -0.007, -0.096], [-0.005, 0.004, -0.073], [0.005, 0.059, 0.025], [0.053, 0.095, -0.021], [-0.010, 0.000, -0.052], [-0.003, 0.041, -0.049], [-0.010, 0.054, -0.021], [0.111, 0.001, 0.023], [-0.192, -0.039, -0.064], [-0.128, -0.052, -0.059]],
  "nbo_charge": [-0.626, -0.034, -0.183, -0.229, 0.181, -0.546, 0.648, -0.676, -0.145, -0.257, -0.432, -0.261, -0.209, -0.257, -0.258, -0.423, 0.418, 0.338, -0.330, -0.609, -0.265, 0.089, -0.424, -0.442, -0.084, -0.555, -0.051, -0.054, -0.186, 0.218, 0.215, 0.218, 0.213, 0.211, 0.413, 0.232, 0.227, 0.204, 0.272, 0.254, 0.226, 0.236, 0.425, 0.243, 0.204, 0.193, 0.209, 0.215, 0.215, 0.215, 0.183, 0.195, 0.211, 0.214],
  "e_homo_ha": -0.2875,
  "e_above_lowest_ev": 0.292,
  "total_energy_ha": -1964.50903,
  "homo_lumo_gap_ha": 0.293
}


Which formula does entry 3 have?
C22H25N3O2S2